69
Properties=species:S:1:pos:R:3:forces:R:3 method="wB97M-V/def2-TZVPD" de_lowest_kj_mol=18.4 multiplicity=1 charge=+2 orbital_gap_ev=5.8 total_energy_ha=-5031.4041
V 0.512672 -0.262433 -0.062561 -0.276 -0.649 -0.030
N -0.772614 0.530393 1.494547 0.029 -0.002 -0.127
C -0.378482 -0.034049 2.836103 0.003 -0.050 -0.051
C 1.134098 0.165073 3.127604 0.042 0.050 -0.009
C 1.717819 -0.065600 1.777678 -0.442 0.030 -0.048
O 1.670609 -1.218400 1.223278 -0.039 -0.029 -0.030
O 1.756095 0.900563 0.938693 0.138 0.155 0.022
H -0.678890 1.544978 1.510603 -0.021 0.002 0.038
H -1.759128 0.329782 1.333838 0.008 -0.039 -0.031
H -0.593955 -1.100604 2.807223 -0.051 0.011 -0.008
H -0.987100 0.430327 3.609673 0.054 0.001 0.044
H 1.452960 -0.570720 3.861539 0.037 0.017 0.009
H 1.353439 1.175397 3.465002 0.045 -0.019 0.024
C -2.945030 -1.085939 -4.464541 -0.006 0.004 -0.007
C -2.306502 -0.260728 -3.388432 0.052 -0.037 -0.037
C -3.100940 0.618815 -2.618896 -0.025 0.036 0.014
C -2.586694 1.437389 -1.632932 -0.005 -0.030 0.015
C -3.456521 2.403426 -0.879466 0.005 0.005 0.014
C -1.206140 1.369162 -1.403337 0.081 0.111 0.072
C -0.399666 0.476894 -2.132047 0.012 0.082 0.115
C -0.956493 -0.341909 -3.132552 -0.040 -0.024 0.049
N 0.911839 0.351246 -1.663965 -0.100 0.229 -0.023
C 2.177798 0.284347 -2.490390 -0.046 -0.094 -0.006
C 2.449002 -1.165135 -2.926479 0.014 -0.006 -0.002
C 3.731877 -1.178579 -3.773248 -0.015 0.041 0.019
C 4.904632 -0.663840 -2.935528 0.018 -0.023 -0.003
C 4.621248 0.771876 -2.488070 -0.014 0.023 0.016
C 4.437048 1.675725 -3.708311 0.007 -0.008 -0.010
C 3.266509 1.159869 -4.547379 -0.011 0.011 0.017
C 3.535591 -0.279033 -4.997803 0.016 -0.010 -0.017
C 1.980833 1.198167 -3.706971 0.027 -0.043 -0.015
C 3.342650 0.789118 -1.636929 0.036 -0.035 -0.028
H -3.902352 -1.487671 -4.134191 0.003 -0.006 0.006
H -2.305066 -1.909574 -4.773801 0.002 0.003 -0.003
H -3.139899 -0.463084 -5.340123 -0.007 0.001 0.003
H -4.164495 0.660407 -2.829320 -0.001 0.000 0.004
H -3.667076 3.282662 -1.490120 -0.006 -0.003 -0.001
H -2.977652 2.753216 0.035675 0.004 0.005 -0.006
H -4.410706 1.948120 -0.616749 -0.002 0.001 -0.008
H -0.717104 2.101720 -0.768956 0.005 0.026 -0.038
H -0.338211 -1.045343 -3.669765 -0.002 -0.004 -0.015
H 1.619257 -1.558782 -3.515047 -0.002 -0.001 -0.007
H 2.566479 -1.805041 -2.044372 0.001 0.008 0.011
H 3.918320 -2.206212 -4.088495 0.004 -0.001 -0.006
H 5.821262 -0.694688 -3.527242 0.001 0.003 0.000
H 5.064683 -1.309719 -2.067271 -0.004 0.001 0.002
H 5.441961 1.141012 -1.871283 0.010 -0.009 -0.006
H 5.349618 1.679904 -4.307156 0.000 -0.001 0.000
H 4.255287 2.707678 -3.395635 -0.001 -0.002 0.000
H 3.118056 1.801991 -5.416963 0.002 -0.008 -0.006
H 4.430971 -0.307438 -5.621325 0.002 -0.002 0.002
H 2.709568 -0.647305 -5.613598 -0.006 0.005 0.006
H 1.136985 0.854943 -4.309339 -0.008 0.000 0.001
H 1.770103 2.217925 -3.372704 0.000 -0.002 0.006
H 3.131419 1.797644 -1.273919 -0.004 0.002 -0.004
H 3.486002 0.137121 -0.770103 -0.006 0.004 0.002
Br -4.893982 -5.832561 1.894546 0.014 0.024 -0.010
C -4.128897 -4.287291 1.164966 -0.010 -0.019 0.020
C -4.905940 -3.139042 0.997469 0.020 -0.014 0.000
N -4.432766 -2.013198 0.471769 -0.025 0.051 0.013
C -3.159221 -1.985044 0.109187 0.027 -0.067 0.013
C -2.303989 -3.071553 0.260339 -0.019 -0.010 -0.146
C -2.800735 -4.261224 0.788197 0.002 -0.034 -0.008
C -0.895728 -3.002842 -0.158355 0.020 -0.036 0.434
O -0.100382 -3.855658 -0.330614 -0.057 -0.011 -0.085
O -0.472052 -1.650311 -0.304246 0.510 0.353 -0.145
H -5.946640 -3.140574 1.298042 -0.002 -0.001 -0.008
H -2.810944 -1.071714 -0.362026 0.005 0.036 0.003
H -2.162300 -5.127744 0.900883 0.000 -0.001 -0.010

17
Properties=species:S:1:pos:R:3:forces:R:3 method="wB97M-V/def2-TZVPD" smiles="C/N=C(/C)C[NH3+]" de_lowest_kj_mol=309.6 multiplicity=1 charge=+1 orbital_gap_ev=9.1 total_energy_ha=-268.1870
C 2.273513 -0.830886 0.007770 -0.844 -0.064 2.919
N 1.511638 0.351590 -0.111987 -2.310 1.212 0.222
C 0.255485 0.505769 0.090303 1.518 -1.223 -0.416
C -0.295716 1.858597 -0.109819 -2.181 0.843 -0.089
C -0.722465 -0.670087 0.513949 3.430 2.120 1.602
N -1.870706 -0.734756 -0.370746 0.121 -1.124 -3.046
H 2.835602 -0.619106 0.983063 -0.713 -0.904 -0.922
H 1.592607 -1.771491 0.121176 2.131 1.011 -0.691
H 3.059004 -0.670825 -0.691369 0.440 -1.262 -1.105
H -0.702322 1.923825 -1.149366 0.440 0.350 0.589
H 0.409428 2.651865 0.097963 0.421 -0.101 -0.422
H -1.159319 2.124647 0.555123 0.456 -0.556 -0.334
H -0.924889 -0.311863 1.544803 -0.606 -1.147 -0.457
H -0.033203 -1.534712 0.443792 -1.427 -0.008 0.303
H -2.380473 -1.702432 -0.313462 0.820 2.374 -0.191
H -1.325298 -0.662350 -1.369912 -2.463 -0.225 2.414
H -2.522878 0.092223 -0.241273 0.766 -1.293 -0.375

31
Properties=species:S:1:pos:R:3:forces:R:3 method="wB97M-V/def2-TZVPD" multiplicity=3 charge=+2 s_squared=2.019 orbital_gap_ev="7.9 / 6.5" total_energy_ha=-1327.8363
Cl 0.528366 2.876947 -1.478060 -0.223 -1.543 0.227
C -1.860624 -0.407818 -1.835098 0.149 -1.227 -0.303
C -0.920008 -1.395153 -1.357381 -0.486 0.083 -1.386
C 0.322616 -1.185676 -2.049561 -0.527 -0.313 -0.585
H -1.139816 -2.189833 -0.657360 0.132 0.123 0.034
C 0.157051 -0.059778 -2.952396 -0.525 -0.628 -0.421
C -1.193544 0.407774 -2.789782 0.211 -0.456 -0.690
H -1.631730 1.206885 -3.383370 0.094 -0.008 0.347
H -2.924895 -0.367889 -1.599385 0.376 0.140 0.174
H 1.227616 -1.777497 -1.943621 -0.214 0.012 -0.066
C 1.157034 0.512280 -3.893983 0.444 0.296 -0.289
Mo -0.066301 0.602271 -0.858528 -0.624 3.979 3.667
C 1.942130 0.451131 -0.576387 6.824 -0.110 1.245
O 3.084771 0.375010 -0.343640 -5.369 0.305 -1.330
C -1.579293 2.009121 0.300383 -2.291 1.663 1.720
O -2.311028 2.673464 0.880934 2.561 -2.165 -2.026
H 2.186569 0.305647 -3.583659 -0.167 -0.037 -0.026
H 1.049676 1.600139 -4.000774 -0.071 -0.342 0.090
H 1.030363 0.078836 -4.894062 -0.084 -0.071 0.211
N 2.847138 0.418264 5.093190 -1.933 -0.724 -1.586
C 1.970544 0.089799 4.392341 1.754 0.455 1.296
C 0.872491 -0.285670 3.532238 0.295 0.206 -0.247
C -0.362159 -0.641045 4.058893 -0.362 -0.090 0.120
C -1.366917 -1.020520 3.169977 -0.082 0.168 -0.469
C -1.192679 -0.779397 1.805836 -0.098 0.137 0.688
N -0.039874 -0.265729 1.311453 0.483 -0.753 -0.625
C 1.028800 -0.201288 2.144991 -0.386 0.578 0.276
H -0.527303 -0.604962 5.140219 0.067 -0.263 -0.405
H -2.304056 -1.450700 3.518409 0.183 0.228 -0.054
H -2.006740 -0.966970 1.101500 0.263 0.169 0.308
H 2.021789 -0.007630 1.746677 -0.394 0.189 0.107

63
Properties=species:S:1:pos:R:3:forces:R:3 method="wB97M-V/def2-TZVPD" de_lowest_kj_mol=157.5 multiplicity=3 s_squared=2.027 orbital_gap_ev="5.3 / 6.7" total_energy_ha=-3608.9437
Ti -0.442701 -0.914535 0.221933 -0.113 0.126 0.033
O 1.130267 -1.368925 -0.972633 0.030 -0.025 -0.086
C 1.830150 -0.427294 -0.445023 0.146 0.024 -0.041
O 1.306445 0.281119 0.442744 -0.025 -0.036 0.138
C 3.234120 -0.215536 -0.913079 -0.001 -0.007 0.017
C 3.785280 -1.095658 -1.833102 0.012 0.001 -0.011
C 5.092727 -0.878874 -2.240575 -0.019 0.009 0.016
C 5.778436 0.201124 -1.713798 0.006 -0.018 -0.014
C 5.130019 1.022392 -0.798045 -0.004 0.015 0.010
N 3.882219 0.825852 -0.397311 -0.015 -0.010 -0.010
H 3.195632 -1.920531 -2.205179 -0.003 -0.002 -0.003
H 5.564914 -1.541074 -2.953973 -0.001 -0.003 -0.002
H 6.799722 0.411267 -2.001115 -0.001 -0.001 0.002
H 5.640997 1.876430 -0.367897 -0.001 -0.003 0.000
C -2.394916 2.569546 1.912653 -0.017 0.017 -0.010
C -1.466341 1.598949 1.635846 -0.013 0.049 -0.004
N -1.605060 0.741159 0.601286 0.094 -0.139 -0.080
C -2.696664 0.887096 -0.222692 -0.064 -0.040 -0.014
C -3.700810 1.848718 0.021813 0.030 0.049 0.012
C -3.542505 2.689530 1.109067 0.007 -0.004 -0.002
C -4.811260 1.894886 -0.900263 -0.010 0.007 -0.025
C -4.879695 1.070412 -1.964570 0.004 0.008 0.021
C -3.845216 0.099354 -2.232119 0.019 0.008 -0.058
C -3.835863 -0.764224 -3.311574 -0.002 0.005 0.007
C -2.768927 -1.661916 -3.465413 0.003 0.008 0.012
C -1.755286 -1.677362 -2.535038 0.017 -0.012 -0.015
N -1.724379 -0.852850 -1.474335 -0.055 -0.046 0.082
C -2.760783 0.035866 -1.327561 -0.070 0.015 0.089
H -2.228962 3.226845 2.753528 -0.001 0.000 0.012
H -0.573483 1.487227 2.236674 0.049 -0.009 0.019
H -4.290414 3.442667 1.324010 -0.002 -0.004 0.002
H -5.592977 2.623075 -0.720350 0.000 -0.004 0.002
H -5.718208 1.125699 -2.648063 0.002 -0.004 -0.002
H -4.646886 -0.743867 -4.028808 -0.002 0.001 0.001
H -2.734001 -2.346083 -4.300510 0.006 -0.004 0.001
H -0.922664 -2.364538 -2.621750 -0.006 -0.004 0.000
O -0.294434 -1.832532 1.776807 0.062 -0.013 -0.121
O -1.298162 -2.360570 0.882949 -0.001 0.017 0.014
S 1.496143 2.275371 4.182157 0.001 0.035 -0.019
P 0.749712 0.748141 5.213365 0.185 0.004 0.027
S 1.851082 -0.638212 4.300237 -0.174 0.063 0.027
C -1.033584 0.580458 5.030015 0.034 -0.014 0.046
C -1.581828 -0.473866 4.316043 -0.048 -0.078 -0.074
C -2.957985 -0.532906 4.125653 0.003 0.006 0.001
C -3.775137 0.451870 4.655644 0.017 0.008 0.004
C -3.223958 1.504030 5.381934 0.006 0.011 -0.015
C -1.854499 1.573330 5.566988 -0.036 -0.018 0.007
C 1.049101 0.856934 6.991692 -0.057 0.011 -0.018
C 2.104602 1.625579 7.470935 0.029 0.008 -0.015
C 2.370155 1.661661 8.830548 -0.001 -0.004 0.012
C 1.585738 0.930743 9.712282 0.002 0.003 -0.001
C 0.533027 0.161870 9.236185 -0.005 -0.011 -0.006
C 0.262277 0.123965 7.877068 -0.006 -0.003 -0.009
H -0.943360 -1.227614 3.873735 0.013 0.017 0.031
H -3.378993 -1.346019 3.548761 -0.003 -0.004 0.000
H -4.845397 0.407865 4.499077 -0.005 -0.001 0.010
H -3.862077 2.273771 5.796789 -0.009 -0.007 -0.006
H -1.422183 2.397630 6.123000 0.007 -0.003 0.003
H 2.709978 2.192866 6.775006 -0.011 -0.002 -0.001
H 3.189990 2.262226 9.202117 0.000 0.000 0.003
H 1.793777 0.961676 10.774041 0.001 0.001 0.000
H -0.079326 -0.407613 9.922995 0.001 0.001 -0.001
H -0.562102 -0.472881 7.506031 -0.003 0.003 0.002

10
Properties=species:S:1:pos:R:3:forces:R:3 method="wB97M-V/def2-TZVPD" de_lowest_kj_mol=208.4 multiplicity=1 orbital_gap_ev="5.6 / 7.1" total_energy_ha=-1381.3939
C 1.623673 -0.147293 -0.482081 0.932 -1.188 -0.029
C 0.403111 0.276200 -0.058022 -0.863 0.230 0.353
C 1.389325 -2.747006 0.273267 -0.068 -0.146 -0.106
O 2.717638 -0.212057 -0.839914 -0.413 0.740 -0.014
I 0.353680 2.631078 0.358162 0.004 0.206 -0.014
I -0.102047 -3.700057 -0.917319 0.432 0.326 0.336
I 3.379162 -3.165770 -0.290214 -0.526 -0.162 0.247
I 0.982555 -2.776594 2.358953 0.149 0.075 -0.572
H -0.382860 0.166172 -0.796069 0.098 -0.048 -0.148
H 0.094911 -0.092156 0.916335 0.255 -0.034 -0.053

12
Properties=species:S:1:pos:R:3:forces:R:3 method="wB97M-V/def2-TZVPD" smiles="C=N[C@](C)(I)C#N" de_lowest_kj_mol=142.4 multiplicity=1 orbital_gap_ev=9.5 total_energy_ha=-562.5611
C -0.022553 -0.659792 1.772753 -1.332 1.782 -0.197
N -0.047128 0.489194 1.220678 0.909 -1.597 -0.382
C 0.807928 0.756598 0.063897 -0.078 -1.380 0.810
C -0.031719 0.616325 -1.163779 1.556 -3.802 -2.350
I 2.694990 -0.480394 -0.102891 -0.702 0.487 0.011
C 1.201342 2.108659 0.208529 0.998 -0.143 0.120
N 1.638633 3.140320 0.382233 0.400 1.826 0.129
H -0.819637 -0.748094 2.494153 0.103 -0.525 0.507
H 0.599300 -1.499653 1.525730 0.530 -0.205 -0.176
H -0.315739 -0.529099 -1.324276 0.272 2.531 0.522
H -0.837902 1.226483 -0.949222 -2.098 1.019 -0.210
H 0.505080 0.901947 -2.115522 -0.557 0.007 1.216